Entry from the OMol25 dataset: a 16-piece molecular cluster, C37H113N25O16 overall (ωB97M-V/def2-TZVPD).

Positions of all 191 atoms, in Å:
C  2.38  0.04  -4.11
O  3.19  -0.21  -3.27
N  2.34  -0.67  -5.17
N  1.48  0.94  -4.04
H  3.00  -1.43  -5.21
H  1.55  -0.58  -5.81
H  1.53  1.58  -3.26
H  0.87  1.15  -4.81
C  4.44  -3.22  2.54
O  3.66  -2.70  3.41
N  4.27  -4.28  1.85
N  5.54  -2.67  2.40
H  3.43  -4.84  1.83
H  5.00  -4.64  1.26
H  6.17  -2.93  1.65
H  5.50  -1.75  2.80
C  6.13  0.73  -1.73
O  5.81  -0.06  -0.81
N  7.26  1.36  -1.63
N  5.49  0.91  -2.81
H  7.68  2.03  -2.27
H  7.91  1.21  -0.87
H  5.80  1.62  -3.46
H  4.65  0.36  -2.94
C  6.00  -3.49  -1.22
O  6.00  -4.72  -1.23
N  7.07  -2.74  -0.99
N  4.92  -2.79  -1.25
H  7.92  -3.28  -1.03
H  6.92  -1.83  -1.40
H  4.92  -1.79  -1.08
H  4.04  -3.25  -1.37
C  0.38  -0.03  6.45
O  1.27  0.78  6.35
N  -0.06  -0.63  7.52
N  -0.19  -0.49  5.34
H  -0.92  -1.16  7.45
H  0.12  -0.22  8.42
H  -0.91  -1.20  5.42
H  0.12  -0.15  4.44
C  -0.26  -2.28  -2.78
O  -0.69  -3.27  -2.22
N  0.33  -1.37  -2.06
N  -0.24  -1.89  -4.12
H  0.43  -1.30  -1.06
H  0.62  -0.48  -2.44
H  0.37  -1.18  -4.51
H  -0.63  -2.60  -4.72
C  4.36  0.27  4.55
O  5.43  0.01  4.11
N  4.13  0.06  5.83
N  3.23  0.58  3.91
H  3.27  0.45  6.20
H  4.85  -0.49  6.29
H  2.34  0.73  4.36
H  3.34  0.71  2.92
C  -2.84  1.02  3.03
O  -1.94  0.35  2.54
N  -3.79  1.54  2.45
N  -2.80  1.34  4.24
H  -3.98  1.21  1.52
H  -4.10  2.40  2.89
H  -3.53  1.94  4.62
H  -1.94  1.14  4.73
C  -3.47  -2.72  0.30
O  -3.61  -3.38  -0.67
N  -4.40  -2.55  1.23
N  -2.42  -2.12  0.55
H  -4.51  -1.86  1.97
H  -5.23  -3.11  1.12
H  -1.70  -2.19  -0.15
H  -2.30  -1.72  1.47
C  4.16  -8.77  1.89
C  3.44  -7.55  2.43
C  2.30  -7.10  1.49
O  2.91  -6.16  0.57
C  1.89  -5.44  -0.08
N  2.80  -7.99  3.65
H  5.17  -8.92  2.27
H  4.31  -8.62  0.82
H  3.53  -9.66  1.89
H  3.99  -6.65  2.70
H  1.65  -6.48  2.11
H  1.78  -8.00  1.16
H  2.43  -5.04  -0.93
H  1.48  -4.68  0.59
H  1.18  -6.07  -0.61
H  2.51  -8.87  3.26
H  3.38  -8.37  4.39
C  3.32  4.27  -4.09
C  3.07  3.90  -2.63
C  4.04  4.76  -1.69
O  3.96  4.42  -0.30
C  4.64  3.20  -0.11
N  1.63  4.01  -2.43
H  4.16  3.78  -4.58
H  3.55  5.32  -4.28
H  2.50  4.04  -4.77
H  3.35  2.85  -2.57
H  3.93  5.83  -1.89
H  5.03  4.38  -1.96
H  5.70  3.30  -0.36
H  4.22  2.23  -0.40
H  4.75  2.89  0.92
H  1.30  4.95  -2.57
H  1.57  3.84  -1.43
C  -6.72  1.03  -0.68
C  -5.44  1.81  -0.99
C  -5.40  3.23  -0.50
O  -6.40  3.96  -1.22
C  -7.48  4.52  -0.47
N  -4.37  0.98  -0.54
H  -6.65  0.16  -1.33
H  -7.55  1.63  -1.06
H  -6.80  0.72  0.36
H  -5.19  1.65  -2.03
H  -4.42  3.70  -0.63
H  -5.76  3.19  0.53
H  -7.96  3.89  0.28
H  -8.23  4.68  -1.24
H  -7.25  5.52  -0.08
H  -4.37  0.12  -1.08
H  -3.49  1.32  -0.89
C  -3.83  8.30  -3.48
C  -3.48  8.26  -1.99
C  -2.17  7.42  -1.62
O  -2.45  6.05  -1.89
C  -1.30  5.29  -1.58
N  -3.39  9.63  -1.65
H  -2.92  8.44  -4.06
H  -4.61  9.00  -3.78
H  -4.27  7.34  -3.76
H  -4.22  7.77  -1.35
H  -1.99  7.47  -0.55
H  -1.32  7.84  -2.15
H  -0.47  5.81  -2.06
H  -1.16  4.28  -1.96
H  -1.00  5.18  -0.54
H  -2.87  10.01  -2.42
H  -2.72  9.75  -0.90
C  -2.55  0.39  -4.44
C  -4.04  0.69  -4.65
C  -4.92  -0.39  -4.03
O  -4.65  -1.72  -4.44
C  -4.88  -1.91  -5.83
N  -4.30  2.06  -4.24
H  -2.45  0.09  -3.40
H  -1.95  1.28  -4.57
H  -2.45  -0.43  -5.16
H  -4.10  0.79  -5.73
H  -5.99  -0.32  -4.20
H  -4.69  -0.34  -2.97
H  -3.92  -1.81  -6.34
H  -5.75  -1.28  -6.04
H  -5.31  -2.91  -5.90
H  -3.84  2.75  -4.82
H  -5.29  2.21  -4.33
C  -3.95  -2.08  5.36
C  -2.88  -3.06  5.23
C  -2.17  -3.03  3.89
O  -1.25  -4.13  3.96
C  -0.71  -4.42  2.69
N  -1.95  -2.86  6.30
H  -3.65  -1.03  5.34
H  -4.65  -2.25  6.17
H  -4.58  -2.01  4.48
H  -3.42  -4.00  5.32
H  -1.59  -2.12  3.77
H  -2.92  -3.24  3.12
H  -0.28  -3.54  2.21
H  -1.44  -4.74  1.95
H  0.06  -5.18  2.83
H  -1.16  -3.47  6.14
H  -2.43  -3.26  7.10
C  1.22  -1.09  1.14
C  1.91  0.09  0.47
C  1.06  1.45  0.51
O  0.43  1.40  -0.72
C  -1.05  1.40  -0.65
N  3.15  0.20  1.09
H  0.26  -1.30  0.68
H  1.10  -0.90  2.21
H  1.79  -2.01  0.98
H  2.09  -0.11  -0.59
H  1.73  2.30  0.48
H  0.62  1.57  1.50
H  -1.60  2.25  -0.24
H  -1.53  0.60  -0.09
H  -1.46  1.51  -1.65
H  3.63  -0.68  0.94
H  3.73  0.79  0.51

The charge is +1. Its HOMO-LUMO gap (spin up / spin down) is 9.030 / 3.814 eV. The lowest unoccupied orbital energy (spin up / spin down) comes out at -1.58 / -6.79 eV. As for the calculated total energy: -110203.65402 eV. The spin multiplicity is 2.